--- one ---
Entry from OMol25: a single C13H28SSi molecule (the ωB97M-V functional and the def2-TZVPD basis).

XYZ file:
```
43
C13H28SSi the ωB97M-V functional and the def2-TZVPD basis
C -1.5159 4.6184 2.2014
C -0.9113 4.0413 3.2187
S -0.4553 2.2944 3.4682
C 0.1781 1.8514 1.8425
C -0.4456 0.6243 1.2775
Si 0.1143 -0.2294 -0.3814
C 0.3113 1.0302 -1.7967
C -0.9754 1.4508 -2.4377
C -2.3157 1.6666 -1.6008
C -0.9387 -1.7186 -1.0239
C -0.2059 -2.8475 -1.5800
C -1.0387 -4.0975 -1.9464
C 1.8430 -0.7049 0.2287
C 2.1126 -1.6979 1.3542
C 3.4142 -2.3957 1.2276
H -1.8430 4.0637 1.3189
H -1.5763 5.6956 2.1869
H -0.6421 4.7305 4.0472
H 0.1266 2.6917 1.1281
H 1.2617 1.6654 1.9107
H -0.3997 -0.2406 1.9667
H -1.5916 0.6782 1.1027
H 1.1074 0.7872 -2.4462
H 0.7290 1.8434 -1.2342
H -0.7912 2.4095 -2.8906
H -1.1428 0.7777 -3.2609
H -2.4849 0.8061 -1.0116
H -2.2724 2.5428 -0.8772
H -3.2054 1.8674 -2.1480
H -1.7069 -1.2443 -1.6669
H -1.5435 -1.9198 -0.0890
H 0.4000 -2.5751 -2.4299
H 0.6354 -3.0756 -0.8224
H -1.7995 -4.3216 -1.1409
H -1.6398 -4.0082 -2.8419
H -0.4714 -5.0283 -2.0340
H 2.5087 -0.8973 -0.6487
H 2.1779 0.2752 0.6700
H 1.3572 -2.4544 1.3910
H 2.0513 -1.2442 2.2966
H 3.7758 -2.4820 0.1364
H 4.2748 -1.8757 1.5863
H 3.5340 -3.3531 1.7489
```

The LUMO energy is 0.8599 eV. The SMILES is C=CSCC[Si](CCC)(CCC)CCC. For the gap between HOMO and LUMO, the calculation gives 9.2975 eV. Its HOMO energy is -0.3101 Eh.

=====

--- two ---
Entry from OMol25: a single C13H28SSi molecule (the ωB97M-V functional and the def2-TZVPD basis).

XYZ file:
```
43
C13H28SSi the ωB97M-V functional and the def2-TZVPD basis
C 3.0758 -1.2733 -3.1580
C 3.1187 0.0682 -3.0198
S 1.7228 1.0258 -3.5100
C 0.9398 1.1302 -1.8943
C 0.1549 -0.1063 -1.5625
Si -0.5161 -0.2471 0.1971
C -1.0509 -2.0619 0.3110
C 0.1149 -3.0550 0.3943
C -0.3657 -4.4755 0.5604
C -2.0476 0.7675 0.4452
C -2.1478 2.0918 -0.2976
C -3.4859 2.7807 -0.0543
C 0.6160 0.2706 1.6119
C 0.7133 1.7585 1.9835
C 1.7182 2.0044 3.0968
H 2.2353 -1.7342 -3.5872
H 3.8971 -1.9276 -2.8801
H 4.0158 0.5117 -2.6194
H 0.3416 2.0588 -1.8895
H 1.7419 1.2848 -1.1539
H 0.7962 -0.9891 -1.7474
H -0.7961 -0.1740 -2.1100
H -1.7040 -2.1751 1.1770
H -1.6998 -2.2751 -0.5635
H 0.7874 -2.7478 1.2130
H 0.7356 -2.9739 -0.5101
H 0.4384 -5.1648 0.3395
H -1.2072 -4.7342 -0.1093
H -0.7566 -4.6055 1.5965
H -2.8557 0.1244 0.1449
H -2.1716 0.9519 1.5066
H -1.3809 2.7630 0.0534
H -1.9510 2.0173 -1.3847
H -4.2991 2.2780 -0.5735
H -3.7185 2.7615 1.0178
H -3.4477 3.8337 -0.3484
H 0.2374 -0.3253 2.4380
H 1.5959 -0.1076 1.3733
H -0.3014 2.1052 2.2724
H 0.9703 2.3734 1.1149
H 2.6882 1.5958 2.8305
H 1.8377 3.0585 3.2822
H 1.4102 1.5378 4.0133
```

The LUMO energy is 0.8332 eV. The SMILES is C=CSCC[Si](CCC)(CCC)CCC. For the gap between HOMO and LUMO, the calculation gives 9.3748 eV. Its HOMO energy is -0.3139 Eh.

=====

Which structure wins on stability? two wins.

=====

--- one ---
Entry from OMol25: a single C5H6N4 molecule (the ωB97M-V functional and the def2-TZVPD basis).

XYZ file:
```
15
C5H6N4 the ωB97M-V functional and the def2-TZVPD basis
C 2.6031 -0.5413 -0.0618
N 1.4666 -0.7085 -0.5066
C 0.4954 0.5178 -0.1366
C 0.7597 1.7782 -0.0635
N -0.7541 -0.0037 0.0312
C -1.3197 -1.1913 -0.0466
C -2.6753 -1.0410 0.1414
N -2.8367 0.3154 0.2248
N -1.7275 0.9453 0.1089
H 3.2804 -1.4179 -0.1536
H 2.9461 0.4217 0.2957
H 0.1798 2.5013 0.3566
H 1.7677 2.1390 -0.2611
H -0.6989 -1.9709 -0.1202
H -3.4866 -1.7442 0.1912
```

The LUMO energy is 0.5088 eV. The SMILES is C=NC(=C)n1ccnn1. For the gap between HOMO and LUMO, the calculation gives 9.8319 eV. Its HOMO energy is -0.3426 Eh.

=====

--- two ---
Entry from OMol25: a molecular structure, C5H6N4 (the ωB97M-V functional and the def2-TZVPD basis).

XYZ file:
```
15
C5H6N4 the ωB97M-V functional and the def2-TZVPD basis
C -0.9201 -0.1764 1.9262
C -0.0928 1.0622 0.0440
C -0.2822 2.4053 -0.6303
C 0.4706 -0.5532 -1.9270
C 0.7121 -1.2257 -0.5640
H 1.1187 0.1976 2.6352
H -2.0042 -0.8314 1.9125
H -0.7906 -0.9777 -2.2989
H 1.2322 -0.3301 -2.8212
H 1.6705 -1.6995 0.1329
H -0.1209 -1.9700 -0.4446
N 0.1481 -0.5652 2.4700
N -0.7420 1.0024 1.2162
N -1.0132 3.4720 -0.9591
N 0.6140 0.1900 -0.6919
```

The LUMO energy is -0.5097 eV. For the gap between HOMO and LUMO, the calculation gives 8.6868 eV. Its HOMO energy is -0.3380 Eh.

=====

--- three ---
Entry from OMol25: a molecular structure, C5H6N4 (the ωB97M-V functional and the def2-TZVPD basis).

XYZ file:
```
15
C5H6N4 the ωB97M-V functional and the def2-TZVPD basis
C 2.7372 -0.7828 -0.9447
C 1.3520 -0.4232 -0.5608
C -0.6645 -0.3250 -0.2910
C -2.0936 -0.3273 -0.1435
C -2.2148 0.6361 0.8366
H 3.5483 -1.5277 -0.3667
H 2.5804 -1.2557 -2.0793
H 3.2723 0.2215 -0.9359
H -2.6711 -0.8966 -0.8287
H -3.2631 1.1168 1.1552
H 1.6890 0.5743 1.2836
N 0.2886 -0.8102 -1.1696
N -1.1212 1.0679 1.3534
N -0.2554 0.5895 0.4941
N 1.1090 0.4528 0.5210
```

The LUMO energy is 0.6653 eV. For the gap between HOMO and LUMO, the calculation gives 9.1241 eV. Its HOMO energy is -0.3109 Eh.

=====

Which structure wins on stability? one wins.